Entry one
The following is a DFT calculation (ωB97M-V/def2-TZVPD) of an isolated ion of composition C3H7N4S and charge +1.

CARTESIAN COORDINATES (ANGSTROEM)
C -0.454 0.714 0.312
C -1.836 0.336 0.270
C 0.352 -1.548 -0.032
N 3.049 2.138 -0.178
N 2.231 1.348 0.223
N 1.806 0.211 0.054
N 0.515 -0.118 0.164
S -3.014 1.657 0.036
H -0.185 1.726 0.484
H -2.011 -0.466 -0.425
H -2.083 -0.322 1.052
H 0.800 -1.713 -0.912
H -0.702 -1.739 -0.072
H 0.927 -2.034 0.809
H 3.272 2.936 0.507

The HOMO energy (spin up / spin down) comes out at -13.8 / -13.1 eV. The HOMO-LUMO gap (spin up / spin down) comes out at 8.02 / 7.01 eV. As for the charge: +1. Its SMILES is C/[N+](=C\C[S-])N=[N+]=N.



Entry two
The following is a DFT calculation (ωB97M-V/def2-TZVPD) of an isolated ion of composition C3H7N4S and charge +1.

CARTESIAN COORDINATES (ANGSTROEM)
C 0.028 0.378 -1.849
C -1.419 -0.496 0.389
C 2.455 -0.436 1.282
N 0.530 0.090 -0.618
N -0.067 -0.121 0.489
N -1.231 0.460 -2.091
N -2.531 0.124 0.649
S 0.761 -0.370 1.937
H 0.820 0.530 -2.517
H 2.990 0.520 1.147
H 2.531 -0.761 0.298
H 2.950 -0.905 2.064
H -1.696 0.510 -2.912
H -3.376 -0.471 0.549
H -2.745 0.948 1.183

The HOMO energy (spin up / spin down) comes out at -13.7 / -13.7 eV. The HOMO-LUMO gap (spin up / spin down) comes out at 8.02 / 8.02 eV. As for the charge: +1.



Sorted by energy, starting with the most stable: entry two, entry one.